(1)
{
  "formula": "C22H50LiN2O4",
  "method": "ωB97M-V with the def2-TZVPD basis set",
  "homo_energy_ev": -11.25,
  "e_lumo_ev": -2.17,
  "charge": 1,
  "e_above_lowest_kcal_mol": 23.06,
  "elements": ["Li", "C", "C", "O", "H", "H", "H", "H", "H", "H", "C", "C", "O", "H", "H", "H", "H", "H", "H", "C", "C", "C", "C", "C", "C", "N", "O", "C", "C", "C", "H", "H", "H", "H", "H", "H", "H", "H", "H", "H", "H", "H", "H", "H", "H", "H", "H", "H", "H", "C", "C", "C", "C", "C", "C", "N", "O", "C", "C", "C", "H", "H", "H", "H", "H", "H", "H", "H", "H", "H", "H", "H", "H", "H", "H", "H", "H", "H", "H"],
  "coordinates": [[1.993, 2.793, 21.108], [0.401, 3.785, 24.147], [0.783, 4.860, 23.175], [1.656, 4.350, 22.182], [-0.552, 3.947, 24.606], [1.206, 3.755, 24.931], [0.201, 2.885, 23.611], [0.983, 5.797, 23.753], [0.015, 5.392, 22.589], [2.462, 4.871, 22.147], [-2.332, 3.532, 21.300], [-1.477, 2.553, 20.422], [-0.127, 2.928, 20.421], [-2.431, 3.146, 22.296], [-3.396, 3.688, 20.978], [-1.985, 4.524, 21.461], [-1.917, 2.485, 19.416], [-1.622, 1.501, 20.856], [0.047, 3.166, 19.483], [1.211, 0.999, 18.465], [1.607, 2.211, 17.668], [0.382, 2.475, 16.746], [0.257, 3.874, 16.325], [0.283, 4.872, 17.427], [1.643, 4.799, 18.142], [1.905, 3.413, 18.526], [2.938, 3.245, 19.242], [1.444, 5.702, 19.315], [2.759, 5.356, 17.203], [2.824, 1.750, 16.833], [1.977, 0.782, 19.248], [1.222, 0.219, 17.819], [0.217, 1.083, 18.918], [-0.498, 2.205, 17.356], [0.455, 1.830, 15.885], [-0.537, 4.086, 15.642], [1.173, 4.104, 15.663], [-0.537, 4.724, 18.039], [0.106, 5.892, 17.146], [3.685, 3.496, 18.667], [2.291, 5.843, 19.935], [0.628, 5.335, 19.928], [1.319, 6.630, 18.762], [3.506, 5.979, 17.727], [2.361, 6.061, 16.437], [3.265, 4.562, 16.681], [3.229, 2.387, 16.099], [2.582, 0.868, 16.299], [3.730, 1.503, 17.427], [4.667, 0.190, 23.287], [3.944, 0.357, 21.814], [4.251, -0.880, 20.938], [3.341, -2.151, 21.144], [1.885, -1.728, 20.967], [1.554, -0.682, 22.044], [2.472, 0.459, 21.986], [2.139, 1.459, 22.718], [1.549, -1.339, 23.486], [0.077, -0.165, 21.769], [4.486, 1.616, 21.089], [4.367, 0.930, 23.977], [5.711, 0.383, 23.390], [4.550, -0.699, 23.822], [5.260, -1.047, 21.055], [3.981, -0.686, 19.925], [3.619, -2.477, 22.162], [3.503, -2.923, 20.397], [1.282, -2.662, 21.263], [1.644, -1.652, 19.875], [2.384, 1.112, 23.549], [0.992, -0.693, 24.157], [2.604, -1.416, 23.943], [1.165, -2.387, 23.492], [-0.530, -1.067, 21.976], [-0.164, 0.180, 20.739], [-0.242, 0.338, 22.602], [4.314, 1.475, 19.995], [5.561, 1.487, 21.075], [4.013, 2.527, 21.401]],
  "forces_ev_per_angstrom": [[-0.729, -0.300, 0.007], [0.497, 0.505, 0.412], [-1.969, 2.114, 0.000], [1.595, 0.418, 0.205], [-0.455, 0.717, 0.605], [-0.858, -0.616, -0.726], [0.566, -1.037, -0.267], [1.736, -0.820, -0.350], [-0.843, -1.231, 0.077], [0.091, 0.219, 0.101], [-1.369, -0.908, -0.392], [-2.421, -0.655, 1.500], [0.380, 0.101, -1.132], [0.060, -0.430, 0.608], [0.919, -0.521, -0.185], [0.965, 0.827, -0.475], [0.431, 0.251, 0.061], [0.356, 1.524, -0.536], [0.650, -0.002, 0.932], [0.761, 1.822, 3.168], [0.285, 0.696, -1.364], [-0.050, -0.297, 1.482], [2.188, 1.886, -2.691], [1.744, -0.455, -0.828], [-0.160, -0.133, -1.067], [-7.176, -0.439, -3.112], [5.155, -0.106, 2.950], [0.180, 0.156, -0.366], [-0.183, 1.122, 0.109], [0.913, 0.125, 1.270], [-0.618, 0.058, -0.319], [-0.161, -2.592, -1.888], [0.390, -0.038, -0.053], [0.008, -0.087, -0.454], [-0.161, -0.413, -0.142], [-0.905, -0.296, -0.307], [-1.086, -0.281, 0.733], [-1.607, -0.795, 2.004], [0.288, 0.552, -0.777], [0.788, -0.261, 0.611], [1.102, -0.011, 0.614], [-0.328, 0.514, -0.008], [-0.663, 0.561, 0.831], [-0.178, -0.493, 0.083], [0.029, -0.646, 0.436], [0.269, -0.263, -0.294], [-0.019, 1.409, -0.978], [-0.390, -1.030, -0.405], [-0.676, -0.056, 0.179], [-0.488, 1.132, -1.905], [0.036, -1.258, 1.663], [-3.016, -0.357, -0.019], [1.012, 1.389, 0.849], [-0.120, -2.541, 1.338], [-1.548, 0.139, -0.436], [2.003, -3.814, -6.263], [-1.627, 3.784, 2.260], [1.741, -0.421, -0.140], [1.219, -3.324, -0.989], [-0.233, -2.491, -1.415], [-1.123, 1.211, 0.713], [1.162, 0.022, -1.107], [-0.625, -1.863, 0.235], [2.324, -0.774, -0.085], [0.451, 0.938, -1.054], [-0.751, -0.580, -0.435], [0.761, -0.087, 0.131], [0.544, 1.322, -0.389], [0.131, 1.051, 1.024], [0.099, 0.794, 2.835], [-0.331, -0.161, 0.200], [-1.528, 0.155, -0.872], [-0.037, 0.989, -0.040], [0.162, -0.087, -0.737], [0.522, 0.059, 1.146], [-0.743, 2.617, 1.506], [-0.495, 0.180, 0.796], [0.419, 1.009, 0.791], [0.734, 0.600, 0.534]]
}


(2)
{
  "formula": "C8H16N2S",
  "method": "ωB97M-V with the def2-TZVPD basis set",
  "homo_energy_ev": -7.90,
  "e_lumo_ev": 0.62,
  "e_above_lowest_kcal_mol": 96.84,
  "elements": ["C", "C", "C", "C", "C", "C", "C", "C", "N", "N", "S", "H", "H", "H", "H", "H", "H", "H", "H", "H", "H", "H", "H", "H", "H", "H", "H"],
  "coordinates": [[1.180, -1.042, 3.173], [2.753, -0.336, 1.456], [0.552, -1.032, 0.797], [-0.175, 0.282, 0.414], [-1.690, 1.627, -1.085], [-1.881, -0.928, -0.890], [-0.049, 0.168, -2.128], [-0.907, 0.288, -0.899], [0.734, 1.427, 0.342], [1.462, -0.787, 1.956], [2.340, 1.243, 0.226], [0.208, -1.499, 3.341], [3.113, -1.246, 0.782], [-0.123, -1.706, 1.366], [1.181, -1.418, 0.069], [-0.756, 0.434, 1.396], [-0.926, 2.380, -1.076], [-2.391, 2.031, -0.362], [-2.317, 1.582, -1.987], [-1.473, -1.798, -1.309], [-2.165, -1.192, 0.039], [-2.885, -0.856, -1.429], [0.609, 1.012, -2.021], [-0.758, 0.106, -3.019], [0.527, -0.693, -2.277], [0.344, 2.236, 0.773], [3.493, -0.283, 2.355]],
  "forces_ev_per_angstrom": [[1.541, 0.379, 1.716], [1.157, -0.923, 0.159], [-1.248, 0.935, 2.795], [0.581, 0.078, 1.482], [-0.121, -0.393, -0.039], [-1.363, 1.582, -2.774], [-1.328, 0.905, -0.796], [-3.663, -1.576, 0.115], [-0.621, -0.371, 0.649], [-0.324, 0.434, -1.448], [2.372, -1.736, 0.807], [-0.587, -0.016, -0.629], [-0.424, 2.246, 0.987], [-0.150, -0.045, -1.744], [0.527, -1.198, -1.804], [-0.132, 0.096, -1.883], [0.266, 0.703, -0.908], [-0.145, -0.865, 0.936], [0.748, 0.160, -0.117], [1.077, -1.224, -0.673], [-0.906, -0.726, 3.534], [1.351, 0.650, 0.312], [0.387, 0.529, -1.190], [1.040, 0.912, 0.938], [0.983, -1.558, 0.541], [0.370, 0.393, 0.748], [-1.388, 0.628, -1.715]]
}


(3)
{
  "formula": "C2H11NO4",
  "method": "ωB97M-V with the def2-TZVPD basis set",
  "homo_energy_ev": -9.66,
  "e_lumo_ev": 0.48,
  "e_above_lowest_kcal_mol": 52.56,
  "elements": ["C", "C", "N", "O", "H", "H", "H", "H", "H", "H", "H", "O", "H", "H", "O", "H", "H", "O"],
  "coordinates": [[1.009, -0.310, -0.106], [1.163, 0.979, -0.810], [2.270, 1.705, -0.623], [0.467, 1.625, -1.627], [0.688, -0.108, 0.945], [1.885, -0.984, -0.151], [0.248, -0.922, -0.653], [3.190, 1.485, -0.065], [2.381, 2.553, -1.233], [-1.576, 2.683, -2.507], [-1.140, 2.555, -1.147], [-1.946, 2.470, -1.536], [0.686, -3.782, 1.888], [1.538, -4.783, 1.157], [1.447, -3.786, 1.333], [-3.385, -0.830, 2.459], [-4.097, -2.042, 1.954], [-3.636, -1.781, 2.732]],
  "forces_ev_per_angstrom": [[-1.350, -1.520, -0.227], [0.642, 3.229, -2.403], [5.571, 1.048, 1.995], [-1.198, -2.731, 0.734], [0.277, -0.388, -0.810], [-0.035, 0.868, 0.322], [0.201, 0.759, 0.737], [-2.861, 0.070, -1.346], [-0.516, -1.503, 1.036], [-1.742, -0.912, 3.004], [3.576, -0.032, 2.329], [-2.566, 1.058, -5.338], [-1.021, 0.315, 0.777], [0.032, 2.259, 0.225], [0.977, -2.527, -1.016], [-0.440, -2.159, 0.947], [-0.724, -0.708, -0.934], [1.179, 2.874, -0.033]]
}


(4)
{
  "formula": "C4H10N3",
  "method": "ωB97M-V with the def2-TZVPD basis set",
  "homo_energy_ev": -14.18,
  "e_lumo_ev": -5.25,
  "charge": 1,
  "e_above_lowest_kcal_mol": 76.13,
  "elements": ["C", "C", "C", "C", "N", "N", "N", "H", "H", "H", "H", "H", "H", "H", "H", "H", "H"],
  "coordinates": [[0.634, -1.171, -0.289], [-1.204, 0.219, -0.624], [-2.039, 0.720, 0.645], [2.294, 0.496, 0.095], [0.042, 0.979, -0.388], [-0.836, -1.164, -0.565], [0.946, 0.186, -0.210], [0.958, -1.553, 0.684], [1.178, -1.559, -1.216], [-1.672, 0.595, -1.544], [-1.804, 0.034, 1.527], [-3.079, 0.575, 0.532], [-1.960, 1.733, 0.713], [2.714, -0.430, 0.726], [2.309, 1.425, 0.654], [2.882, 0.698, -0.777], [-1.363, -1.784, 0.037]],
  "forces_ev_per_angstrom": [[-1.702, -2.599, -1.773], [-1.031, 1.317, 2.416], [0.408, -4.116, -0.428], [1.894, -0.816, 2.459], [-0.432, 0.459, -0.809], [1.934, -0.437, -0.192], [-0.319, 1.234, -0.393], [-0.183, -0.884, -0.438], [-0.230, -0.058, 1.557], [0.323, -0.243, 0.060], [0.277, 1.542, -0.865], [-1.256, -0.497, -0.690], [0.778, 2.758, 0.916], [-0.660, 2.393, -1.498], [0.051, -0.059, 0.374], [0.222, -0.385, -0.735], [-0.075, 0.390, 0.040]]
}


no.,gap between HOMO and LUMO (eV)
1,9.075
2,8.518
3,10.136
4,8.924